No. 1
{"formula": "C21H23N5", "method": "ωB97M-V/def2-TZVPD", "symbols": ["N", "N", "N", "N", "N", "C", "C", "C", "C", "C", "C", "C", "C", "C", "C", "C", "C", "C", "C", "C", "C", "C", "C", "C", "C", "C", "H", "H", "H", "H", "H", "H", "H", "H", "H", "H", "H", "H", "H", "H", "H", "H", "H", "H", "H", "H", "H", "H", "H"], "coordinates": [[-3.142132, 0.850783, -1.209568], [2.094917, -3.595018, -0.729890], [0.206611, -1.330086, 0.527332], [-3.852525, -0.258291, -1.035316], [1.940539, -4.671278, 0.033188], [-3.112333, 5.050912, -0.194594], [-1.997426, -0.326868, 0.239062], [1.386839, -1.360177, 1.376093], [-0.444842, 4.328884, -0.589995], [-2.137392, 6.041297, -0.381942], [-2.006150, 0.870389, -0.467971], [-1.439250, 3.322402, -0.455050], [-0.085121, -2.569422, -0.173255], [0.908274, 3.956850, -0.729140], [-3.180264, -0.974476, -0.155952], [0.951004, -2.896509, -1.254304], [1.363961, -2.345081, 2.548541], [3.156537, -5.091069, 0.326884], [-0.976127, -0.812944, 1.213380], [-0.831390, 5.685588, -0.564264], [0.298919, 1.639141, -0.612926], [4.124773, -4.270287, -0.263381], [1.271735, 2.639295, -0.717183], [3.397022, -3.317964, -0.939108], [-1.037358, 1.957173, -0.508177], [-2.772698, 3.726768, -0.229075], [-1.048219, -2.429432, -0.668985], [2.310997, 2.357741, -0.804036], [2.247714, -1.583176, 0.742166], [1.311751, -3.371288, 2.193420], [-4.137036, 5.341706, -0.015108], [-0.651903, 0.026387, 1.834948], [0.516299, -2.152104, 3.201863], [3.708306, -2.484441, -1.536976], [0.586303, 0.598590, -0.623577], [1.521581, -0.344312, 1.761844], [5.189569, -4.362176, -0.202979], [-3.530633, 2.979092, -0.049042], [-0.167682, -3.436716, 0.497806], [1.650957, 4.734848, -0.833530], [1.294759, -1.976993, -1.732364], [3.295404, -5.955589, 0.945191], [-2.424899, 7.082135, -0.362144], [-3.443712, 1.544694, -1.875535], [0.472595, -3.531597, -2.008261], [-0.067042, 6.440602, -0.682070], [-3.558186, -1.922528, 0.172970], [-1.440050, -1.572277, 1.863319], [2.277006, -2.233183, 3.127690]], "forces_ev_per_a": [[0.354, 0.025, 0.121], [0.687, -0.001, -0.041], [-0.079, -0.084, -0.017], [-0.744, -0.263, -0.321], [-0.649, -0.399, 0.221], [-0.114, -0.234, -0.003], [-0.083, 0.332, -0.003], [0.155, -0.073, 0.159], [-0.188, -0.188, -0.012], [0.246, 0.138, -0.036], [-0.181, -0.533, 0.220], [0.282, 0.156, -0.004], [0.185, 0.076, -0.189], [0.169, -0.190, -0.003], [0.155, 0.379, -0.102], [-0.806, 0.012, 0.004], [-0.052, 0.142, -0.253], [0.095, 0.149, -0.117], [0.048, 0.062, -0.165], [-0.144, 0.159, 0.023], [-0.365, 0.016, -0.003], [0.047, 0.129, -0.074], [0.129, 0.391, 0.000], [0.181, -0.116, 0.037], [0.472, 0.062, -0.050], [-0.261, 0.149, 0.048], [0.094, -0.096, -0.011], [0.090, 0.007, -0.016], [0.020, 0.093, 0.093], [-0.008, -0.092, 0.032], [-0.081, -0.014, 0.026], [0.002, -0.091, 0.082], [-0.070, -0.003, 0.131], [0.015, 0.169, -0.117], [-0.021, -0.108, -0.014], [0.055, -0.013, -0.056], [0.208, 0.029, -0.017], [-0.047, -0.022, 0.014], [-0.084, 0.043, -0.062], [0.079, 0.067, -0.003], [0.009, -0.094, 0.030], [-0.013, -0.180, 0.123], [0.017, 0.087, -0.001], [0.012, -0.119, 0.079], [0.110, 0.090, 0.036], [0.060, 0.078, -0.014], [-0.113, -0.225, 0.058], [0.046, 0.116, 0.060], [0.083, -0.020, 0.106]], "largest_force_ev_per_a": 0.85, "relative_energy_kj_mol": 95.1, "gap_ev": 8.414, "homo_ev": -8.1, "lumo_energy_ev": 0.31, "smiles": "CCN(CCn1cccn1)Cc1cn[nH]c1-c1cccc2ccccc12"}

No. 2
{"formula": "C21H23N5O3", "method": "ωB97M-V/def2-TZVPD", "symbols": ["O", "O", "O", "N", "N", "N", "N", "N", "C", "C", "C", "C", "C", "C", "C", "C", "C", "C", "C", "C", "C", "C", "C", "C", "C", "C", "C", "C", "C", "H", "H", "H", "H", "H", "H", "H", "H", "H", "H", "H", "H", "H", "H", "H", "H", "H", "H", "H", "H", "H", "H", "H"], "coordinates": [[2.720742, 3.438921, 3.123285], [3.190351, 4.333734, 0.418610], [-2.325900, 1.292310, -5.818309], [0.004059, -1.152714, 2.201582], [-0.619297, -2.165113, 0.291865], [0.053632, -1.038404, 0.013701], [0.993695, 0.602675, -1.338543], [-0.026629, -1.257903, -2.282150], [0.008603, -0.738930, -3.625780], [-2.447460, -5.280223, 3.864405], [-1.824475, -4.223613, 4.509455], [1.144164, 0.793066, 1.090595], [1.583839, 1.516631, 2.200953], [-3.539188, 0.603449, -5.989734], [-1.254268, -3.260604, 2.383176], [-1.233809, 0.484583, -5.452279], [-1.229235, -3.216082, 3.775240], [1.398418, 1.266111, -0.215616], [0.350541, -0.513551, -1.222158], [3.702524, 5.215975, 1.392237], [-0.627396, -2.200570, 1.617932], [0.427983, -0.427164, 1.186635], [2.468027, 2.959925, 4.420979], [2.093036, 2.468479, -0.348572], [-1.881028, -4.324698, 1.738159], [-1.294867, -0.035664, -4.012013], [-2.474050, -5.328234, 2.479308], [2.271684, 2.702357, 2.056341], [2.532278, 3.192090, 0.746401], [-1.141631, -0.364437, -6.148394], [-0.739115, -2.384954, 4.257769], [-3.944554, 0.237917, -5.039926], [-0.648454, -2.024899, -2.068100], [4.462006, 4.738045, 2.014023], [-2.959399, -6.153132, 1.977893], [0.205177, -1.568911, -4.310288], [-1.891739, -4.348013, 0.659405], [0.838029, -0.031343, -3.666442], [1.361158, 1.105939, 3.171393], [-1.460740, 0.808029, -3.340218], [-2.912361, -6.066942, 4.440712], [2.913627, 5.618312, 2.030673], [-0.358019, 1.128184, -5.567411], [2.911018, 3.695313, 5.091294], [-4.237610, 1.318602, -6.420121], [1.394663, 2.886365, 4.621670], [2.298680, 2.852749, -1.333538], [2.937639, 1.985889, 4.589710], [4.157300, 6.026833, 0.822949], [-2.127796, -0.734277, -3.902307], [-1.804403, -4.187520, 5.589062], [-3.419448, -0.244589, -6.675515]], "forces_ev_per_a": [[0.000, 0.010, -0.473], [-0.196, -0.354, -0.079], [0.016, 0.165, -0.008], [0.194, 0.309, 0.262], [-0.455, -0.775, -0.185], [0.329, 0.578, 1.061], [-0.263, -0.325, -0.496], [-0.251, -0.408, 0.297], [-0.181, 0.232, -0.234], [-0.020, -0.034, 0.050], [-0.046, -0.073, 0.082], [0.242, 0.406, -0.412], [0.083, 0.140, 0.008], [-0.009, -0.010, 0.031], [-0.295, -0.500, 0.273], [0.096, -0.114, 0.256], [0.044, 0.075, -0.197], [-0.019, -0.009, 0.812], [0.251, 0.178, -0.364], [0.243, 0.421, 0.269], [0.387, 0.670, -0.784], [-0.259, -0.396, -0.332], [-0.029, -0.056, 0.189], [0.089, 0.139, 0.336], [0.084, 0.140, 0.044], [0.131, 0.086, -0.316], [-0.051, -0.085, -0.021], [-0.044, -0.082, 0.267], [-0.076, -0.122, -0.309], [0.035, 0.075, 0.002], [0.035, 0.059, 0.059], [-0.012, -0.009, -0.034], [0.082, 0.034, 0.006], [-0.067, 0.062, -0.059], [-0.029, -0.049, -0.038], [0.079, 0.077, 0.037], [-0.018, -0.031, -0.092], [-0.014, -0.116, -0.130], [0.022, 0.035, 0.167], [-0.037, 0.007, 0.047], [-0.031, -0.054, 0.040], [0.083, -0.024, -0.059], [0.022, -0.120, -0.022], [-0.052, -0.089, 0.007], [-0.059, -0.082, 0.005], [0.031, -0.018, -0.011], [0.033, 0.061, -0.128], [-0.030, 0.018, -0.009], [-0.029, -0.050, 0.057], [-0.025, 0.001, 0.059], [0.006, 0.009, 0.069], [-0.021, 0.001, 0.002]], "largest_force_ev_per_a": 1.25, "relative_energy_kj_mol": 282.3, "gap_ev": 8.340, "homo_ev": -7.7, "lumo_energy_ev": 0.62, "smiles": "COCCCNc1nc2cc(OC)c(OC)cc2c2nc(-c3ccccc3)nn12"}

No. 3
{"formula": "C21H23N5O3S2", "method": "ωB97M-V/def2-TZVPD", "symbols": ["S", "S", "O", "O", "O", "N", "N", "N", "N", "N", "C", "C", "C", "C", "C", "C", "C", "C", "C", "C", "C", "C", "C", "C", "C", "C", "C", "C", "C", "C", "C", "H", "H", "H", "H", "H", "H", "H", "H", "H", "H", "H", "H", "H", "H", "H", "H", "H", "H", "H", "H", "H", "H", "H"], "coordinates": [[-4.006186, 4.286617, 1.338892], [2.410553, -5.463422, 0.690426], [-4.938413, 4.530455, 0.279661], [1.671719, 1.203906, -0.634474], [-3.428415, 5.391757, 2.040926], [0.170387, -0.206369, -1.556353], [-4.801537, 3.358749, 2.472416], [2.138085, -3.180235, -0.781807], [0.284099, -3.996814, -0.029824], [-0.046737, -2.889010, -0.732201], [-4.045903, 2.986341, 3.647444], [3.904913, -2.737880, -2.375074], [-1.428499, 3.297787, 1.288641], [-4.448111, 1.007877, 2.278075], [3.503447, -2.962246, -1.064409], [-1.872060, 1.743789, -0.977264], [1.625547, -4.220474, -0.025214], [1.072770, -2.414330, -1.179790], [6.167218, -2.539961, -1.631008], [-2.887595, 2.534905, -0.468161], [5.242283, -2.519686, -2.669623], [-2.663339, 3.288710, 0.668369], [-5.433781, 2.153975, 1.984922], [1.174162, -1.154799, -1.974260], [5.765964, -2.774771, -0.329035], [-0.411109, 2.511860, 0.778316], [-3.542752, 1.551364, 3.398653], [0.515355, 0.895879, -0.838240], [-0.631798, 1.715078, -0.343410], [5.681721, -2.252309, -4.075709], [4.431082, -2.984950, -0.033293], [-2.041708, 1.179966, -1.882307], [5.853510, -1.184481, -4.212982], [-0.775831, -0.551114, -1.529258], [-5.669256, 2.281309, 0.930395], [4.110653, -3.170112, 0.978902], [-1.274620, 3.936581, 2.143784], [-0.413137, -4.560065, 0.426546], [2.152173, -0.688537, -1.816791], [3.173082, -2.753483, -3.169531], [-3.861060, 0.769743, 1.391301], [7.211739, -2.375369, -1.850281], [-2.499852, 1.555819, 3.083338], [-3.849902, 2.596944, -0.951491], [1.045762, -1.372646, -3.041783], [4.926829, -2.571208, -4.789865], [6.613465, -2.770092, -4.291804], [-4.721177, 3.014697, 4.507794], [-4.978575, 0.108432, 2.584608], [6.495552, -2.793796, 0.465760], [-3.619197, 0.953916, 4.305089], [0.569312, 2.503675, 1.230046], [-3.254324, 3.716420, 3.802148], [-6.366509, 2.011611, 2.538788]], "forces_ev_per_a": [[-0.263, 0.111, 0.119], [0.315, -0.607, 0.347], [0.049, -0.335, -0.109], [0.139, 0.103, 0.170], [0.267, -0.210, 0.144], [-0.148, -0.252, -0.217], [0.373, 0.894, -0.752], [-0.773, -0.345, 0.308], [0.950, 0.263, -0.256], [-0.257, 0.624, -0.440], [0.424, -0.054, 0.535], [-0.028, -0.100, 0.212], [0.119, 0.042, 0.059], [-0.072, -0.061, -0.008], [0.654, 0.076, -0.064], [0.120, -0.006, 0.137], [-0.362, -0.218, 0.064], [-0.465, -0.023, 0.222], [-0.083, -0.027, -0.057], [-0.143, -0.012, -0.109], [0.018, 0.008, 0.078], [-0.503, 0.382, 0.160], [-0.305, -0.508, -0.350], [0.087, 0.226, -0.152], [-0.031, 0.017, -0.002], [-0.007, -0.100, -0.082], [0.015, -0.017, 0.096], [-0.056, -0.100, -0.190], [-0.151, 0.290, 0.187], [0.021, 0.078, 0.000], [-0.141, 0.093, -0.032], [-0.023, -0.039, -0.083], [0.023, 0.045, -0.093], [0.011, 0.114, 0.125], [-0.171, -0.136, 0.021], [-0.041, -0.025, 0.052], [0.092, 0.055, 0.113], [0.139, 0.010, -0.018], [-0.174, -0.117, -0.097], [-0.079, -0.026, -0.106], [-0.041, -0.045, 0.040], [0.123, 0.009, -0.031], [-0.030, -0.038, 0.062], [-0.083, -0.029, -0.120], [0.145, 0.016, 0.139], [-0.009, -0.014, -0.091], [0.046, -0.024, -0.079], [0.075, 0.054, -0.051], [0.007, -0.049, -0.053], [0.064, 0.002, 0.077], [0.069, -0.011, 0.022], [0.069, 0.018, 0.028], [-0.008, -0.041, 0.214], [0.035, 0.037, -0.090]], "largest_force_ev_per_a": 1.23, "relative_energy_kj_mol": 97.4, "gap_ev": 8.020, "homo_ev": -8.1, "lumo_energy_ev": -0.11, "smiles": "Cc1cccc(-n2c(CNC(=O)c3ccc(S(=O)(=O)N4CCCC4)cc3)n[nH]c2=S)c1"}